Below is a 2-piece molecular cluster, C5H8O overall, with properties calculated with wB97M-V/def2-TZVPD.

```
14
C5H8O (wB97M-V/def2-TZVPD)
C -0.51960 1.38252 0.25824
C -0.92331 -0.02282 0.50740
C -1.05722 -0.89837 -0.71776
O 0.29737 -0.94683 -1.30089
C 1.10009 -0.26475 -0.56309
C 0.55996 0.36514 0.62378
H -0.57677 1.79893 -0.74781
H -0.70264 2.10234 1.05096
H -1.51482 -0.29461 1.37736
H -1.67707 -0.49099 -1.52019
H -1.35505 -1.92757 -0.50565
H 2.12603 -0.20571 -0.91000
H 2.60634 -0.61766 1.15049
H 1.63670 0.02038 1.29716
```

---

Below is one molecule with the formula C5H8O at a distorted geometry, with properties calculated with wB97M-V/def2-TZVPD.

```
14
C5H8O (wB97M-V/def2-TZVPD)
C -1.36509 1.98534 -0.89225
C -1.10581 0.57173 -1.16198
C -0.67184 -0.47757 -0.45570
C -0.05858 -0.47713 0.87012
C 1.39319 -0.45469 0.82200
O 2.04825 -1.55635 0.88503
H -2.58508 1.93525 -0.67034
H -0.76321 2.31854 -0.06031
H -1.21742 2.86370 -1.86019
H -1.54944 0.19467 -2.08921
H -0.69933 -1.40137 -0.92357
H -0.32976 0.44382 1.43240
H -0.38054 -1.33850 1.53914
H 1.98751 0.54860 0.45875
```

---

Below is a 2-piece molecular cluster, C5H8O overall, with properties calculated with wB97M-V/def2-TZVPD.

```
14
C5H8O (wB97M-V/def2-TZVPD)
C 1.70879 -0.31151 -0.60259
C 1.37398 -0.39184 0.68655
C 0.32938 0.39811 1.36716
C -0.42261 1.35757 0.82095
H 1.20184 0.35221 -1.29676
H 2.50493 -0.92581 -1.01340
H 1.91237 -1.09594 1.31893
H 0.17706 0.15961 2.41926
H -0.31985 1.65491 -0.22030
H -1.16470 1.88902 1.40899
C -1.84990 -0.77608 -1.21097
O -1.17177 -0.44560 -2.15156
H -2.94558 -0.60780 -1.19753
H -1.42434 -1.26409 -0.31483
```

---

So what do the calculations give for E_tot? Going down the list: -270.313365, -270.451255, -270.470136 hartree.